DFT (the ωB97M-V functional and the def2-TZVPD basis) results for C6H14N2 in the gas phase at a distorted geometry.

The geometry in XYZ format:
```
22
Properties=species:S:1:pos:R:3
C 1.000 3.136 -0.342
C 1.367 1.858 0.277
C 0.259 1.157 1.028
C -0.773 0.324 0.201
C -0.115 -1.166 0.082
N -1.229 -2.185 0.038
C -1.056 -3.215 -0.891
N -1.443 -4.413 -0.508
H 0.791 2.969 -1.456
H 1.698 3.829 -0.101
H 0.140 3.694 -0.060
H 2.139 1.970 1.019
H 1.951 1.176 -0.260
H -0.305 2.026 1.658
H 0.681 0.524 1.822
H -1.744 0.232 0.708
H -0.740 0.802 -0.913
H 0.301 -1.121 -0.950
H 0.719 -1.245 0.737
H -1.558 -2.434 0.993
H -0.660 -2.830 -1.861
H -1.421 -5.088 -1.222
```

As for the multiplicity: 1. The net charge is 0. The lowest unoccupied orbital energy is 1.015 eV. The energy comes out at -346.4363 a.u. As for the energy above the lowest of the compared OMol25 structures with the same formula, charge and spin: 2.473 eV. Its SMILES is [H]/N=C/NCCCCC.